Record 1
Formula: C35H25BeBrF4N2P2
Source: the OMol25 dataset
Level of theory: wB97M-V/def2-TZVPD

LUMO energy ... -6.06 eV
Orbital gap ... 8.257 eV
Energy relative to the best compared isomer or geometry (same formula, charge and spin) ... 0.0000 eV
Total charge ... +2
Multiplicity ... 1

```
70
Properties=species:S:1:pos:R:3:forces:R:3
Be 0.685798 -0.920127 -0.878664 -0.42 1.10 0.36
N 1.162545 1.565707 -2.328917 -1.03 0.25 0.70
P -0.370381 0.928712 -1.773470 0.23 -0.11 -0.63
C -1.223951 0.699607 -3.341410 -0.74 0.30 -0.19
C -1.834662 -0.515424 -3.670677 0.61 0.66 -0.07
C -2.372197 -0.678898 -4.935475 -0.60 -0.47 -0.25
C -2.388109 0.369662 -5.847565 -0.38 -0.08 -0.44
C -1.920524 1.624422 -5.467019 0.20 0.25 0.41
C -1.356878 1.814359 -4.205610 -0.08 -1.72 -0.44
C -1.245245 2.316387 -1.063695 -0.45 0.37 -0.03
C -0.553357 3.295201 -0.345285 -0.09 -0.62 -0.29
C -1.187885 4.476554 -0.034828 0.00 1.01 1.24
C -2.530557 4.673942 -0.342390 -0.48 -0.08 -0.29
C -3.248779 3.648236 -0.988108 -0.68 0.37 0.29
C -2.622001 2.477862 -1.369106 1.36 0.41 0.54
C 2.207950 0.708493 -2.319816 0.56 -0.43 -0.45
C 3.409835 1.065154 -2.939562 0.79 0.29 -0.31
C 4.447228 0.149004 -2.999193 -1.07 -0.44 0.90
C 4.250235 -1.176344 -2.481343 -0.23 0.42 0.19
C 3.032672 -1.464501 -1.897197 1.06 1.52 -0.62
N 2.055225 -0.512053 -1.758833 -0.14 -0.67 0.03
H 1.247022 2.409968 -2.913054 -0.14 -0.68 0.55
H -1.896257 -1.296327 -2.930274 0.10 -0.28 -0.03
H -2.843114 -1.632643 -5.186309 0.20 0.32 -0.03
H -2.835624 0.228754 -6.851013 0.39 0.08 0.78
H -2.003196 2.475490 -6.133244 -0.02 -0.12 -0.03
H -1.020477 2.778486 -3.909124 0.27 0.67 0.17
H 0.471901 3.119806 -0.039114 0.02 0.13 -0.10
H -0.650105 5.230525 0.580207 -0.41 -0.51 -0.73
H -3.029194 5.625964 -0.085003 0.34 -0.72 -0.13
H -4.335217 3.727488 -1.179166 0.81 0.23 0.09
H -3.150215 1.723195 -1.914037 -0.25 -0.26 -0.18
H 3.494505 2.099992 -3.339560 0.10 -0.99 0.30
H 5.397633 0.468521 -3.377326 0.32 -0.11 -0.30
H 5.051628 -1.923980 -2.464740 -0.44 0.38 -0.26
H 2.779632 -2.421384 -1.506644 0.08 -0.61 0.31
F -2.828990 -5.970516 2.126646 0.71 1.08 -0.08
C -2.088615 -4.864653 2.021238 0.31 0.30 0.00
C -1.937073 -3.976960 3.097897 -0.51 -0.31 0.49
F -2.621050 -4.268911 4.230696 1.14 0.66 -1.30
C -1.142942 -2.798531 2.955651 -1.78 -1.04 1.91
F -1.126681 -1.970299 4.061435 0.21 -1.20 -1.95
C -0.570688 -2.529030 1.739439 0.76 1.49 -0.95
P 0.444860 -1.050636 1.406934 0.45 0.91 1.43
C 1.902821 -1.343125 2.465083 0.83 -0.32 -0.45
C 1.819320 -1.484228 3.861851 0.25 0.35 -0.06
C 2.962524 -1.755653 4.622454 -0.47 -0.10 0.51
C 4.192325 -2.024361 4.020144 -0.20 0.10 -0.75
C 4.256088 -1.926952 2.616473 -0.15 0.09 0.15
C 3.154423 -1.543559 1.838214 -0.23 -0.22 1.18
C -0.464619 0.291446 2.293057 0.05 -0.77 -0.56
C -1.857968 0.279433 2.186178 0.40 0.77 0.49
C -2.583228 1.270864 2.843074 -0.68 -0.45 -0.51
C -1.966702 2.248824 3.611775 0.06 0.17 -0.16
C -0.583113 2.223173 3.703639 0.68 0.02 0.10
C 0.189143 1.245264 3.070969 -0.48 0.17 -0.27
C -0.770686 -3.358758 0.645494 -0.20 -0.88 -0.25
Br -0.157168 -2.973318 -1.202973 -0.35 -0.37 1.05
C -1.469654 -4.535439 0.793801 -1.16 -1.26 -0.86
F -1.719569 -5.353721 -0.267039 0.48 0.93 1.12
H 0.879724 -1.329081 4.391247 0.34 0.00 -0.24
H 2.818170 -1.771250 5.718005 0.35 -0.12 -0.73
H 5.090036 -2.307416 4.596081 -0.68 0.24 -0.33
H 5.177651 -2.158015 2.102820 0.16 0.09 0.05
H 3.275627 -1.414513 0.771371 -0.02 -0.06 -0.04
H -2.379128 -0.510065 1.659137 -0.02 0.10 -0.15
H -3.660387 1.238989 2.690622 0.13 0.21 0.34
H -2.542503 3.040294 4.110793 0.26 -0.50 -0.26
H -0.037821 2.970887 4.266004 -0.22 0.05 0.14
H 1.269956 1.249989 3.188385 -0.19 -0.03 -0.06
```
Forces are in eV/Å.



Record 2
Formula: C36H37N5O10
Source: the OMol25 dataset
Level of theory: wB97M-V/def2-TZVPD

SMILES string ... CC(C)CCC(=O)OCc1ccccn1.O=[N+]([O-])c1ccccc1.O=[N+]([O-])c1ccccc1.O=[N+]([O-])c1ccccc1.O=[N+]([O-])c1ccccc1
LUMO energy ... -0.71 eV
Orbital gap ... 9.254 eV
Total charge ... 0
Multiplicity ... 1

```
88
Properties=species:S:1:pos:R:3:forces:R:3
C -4.652585 0.197557 -1.959802 -0.12 -0.36 -0.47
C -4.151642 -1.235320 -1.688974 -0.39 -0.11 -0.14
C -5.174285 -2.007168 -0.854005 0.43 0.36 0.23
C -2.725833 -1.280545 -1.146883 -0.04 0.60 -0.21
C -2.482799 -0.636213 0.215829 0.34 -0.09 0.01
C -2.956081 -1.440785 1.390370 -0.13 0.20 -0.11
O -3.067264 -2.623582 1.369843 -0.17 -0.95 0.00
O -3.160584 -0.751685 2.558977 0.18 0.50 0.04
C -4.522427 -0.511929 2.944599 -0.01 0.05 0.14
C -4.927616 0.872282 2.540201 -0.32 0.46 -0.33
C -4.815773 1.933488 3.429362 0.11 0.11 0.39
C -5.144403 3.229261 3.047876 -0.08 -0.53 -0.70
C -5.572575 3.408739 1.735881 0.19 -0.34 0.49
C -5.664847 2.285337 0.917887 -0.04 0.29 -0.14
N -5.367028 1.042386 1.286562 0.16 0.15 0.28
H -5.535533 0.406427 -1.366735 0.05 0.25 0.31
H -3.890904 0.959692 -1.816598 0.04 0.10 0.21
H -4.970228 0.274653 -2.998566 0.01 0.08 -0.12
H -4.114758 -1.739172 -2.655608 0.19 -0.08 -0.10
H -6.121779 -2.094530 -1.376964 -0.09 -0.11 -0.14
H -4.782969 -2.983597 -0.583679 -0.16 -0.21 0.00
H -5.371404 -1.447466 0.059451 -0.09 -0.05 0.17
H -2.118975 -0.732290 -1.868107 0.04 -0.02 0.10
H -2.338491 -2.291749 -1.162095 -0.04 -0.21 0.21
H -1.399054 -0.584998 0.359714 0.14 0.11 0.10
H -2.828101 0.390903 0.274866 -0.26 0.10 0.02
H -5.177740 -1.261492 2.509763 -0.05 -0.09 -0.13
H -4.578939 -0.588880 4.026054 0.17 -0.17 0.12
H -4.457130 1.743532 4.432308 0.01 -0.04 0.06
H -5.058756 4.054599 3.735240 0.03 0.10 0.08
H -5.816191 4.388130 1.360225 -0.07 0.08 -0.12
H -5.993284 2.421143 -0.104795 -0.04 -0.12 -0.10
O -0.544570 6.057016 2.652066 0.00 0.01 0.00
N -1.093803 4.988334 2.488790 0.04 -0.21 0.03
O -2.134465 4.818361 1.888378 -0.16 0.22 -0.12
C -0.465108 3.785342 3.062101 0.06 -0.14 0.07
C 0.707074 3.910938 3.782738 0.15 0.07 0.08
C 1.274491 2.772283 4.332913 -0.05 -0.09 -0.03
C 0.668470 1.534672 4.155365 0.01 0.05 -0.02
C -0.506843 1.428608 3.421842 0.12 -0.03 0.05
C -1.081361 2.561237 2.868757 -0.12 -0.12 -0.06
H 1.170839 4.876799 3.916577 -0.08 0.06 -0.05
H 2.189030 2.851744 4.904085 0.01 0.02 0.00
H 1.112279 0.649888 4.592455 0.01 -0.01 0.00
H -0.981040 0.465776 3.283102 -0.06 0.02 0.00
H -1.997605 2.488082 2.300756 -0.01 0.09 0.00
O -0.728054 -0.260654 -3.480520 0.12 0.04 -0.16
N 0.169714 0.478474 -3.841370 -0.07 -0.01 0.00
O 0.328102 0.867395 -4.977497 0.01 0.01 -0.04
C 1.127586 0.929362 -2.819655 0.10 0.03 0.10
C 0.987493 0.466195 -1.524872 -0.06 -0.09 0.17
C 1.898454 0.876850 -0.565989 0.07 0.06 -0.03
C 2.929287 1.740907 -0.912336 -0.02 0.00 -0.02
C 3.049170 2.200362 -2.217557 0.03 -0.02 0.11
C 2.143173 1.793317 -3.183736 0.11 0.11 -0.11
H 0.184140 -0.207110 -1.267069 -0.03 -0.03 -0.11
H 1.805913 0.520206 0.450981 -0.02 0.00 0.01
H 3.643050 2.056306 -0.162634 0.00 0.01 0.01
H 3.852645 2.873732 -2.484572 0.00 0.00 -0.05
H 2.231187 2.144353 -4.200921 -0.08 -0.06 -0.03
O 2.632746 -7.984506 -1.123176 0.02 -0.01 -0.02
N 1.845443 -7.737349 -0.232216 0.05 0.00 0.01
O 1.868555 -8.245195 0.870325 0.00 -0.01 0.03
C 0.788877 -6.750233 -0.507764 -0.11 0.09 -0.03
C 0.719955 -6.176881 -1.764408 0.04 0.05 -0.18
C -0.284595 -5.259166 -2.026143 -0.08 0.01 0.07
C -1.201305 -4.930560 -1.035652 0.10 -0.06 0.00
C -1.105560 -5.507443 0.221755 -0.07 0.00 0.07
C -0.106441 -6.427455 0.495531 -0.06 0.03 0.10
H 1.435561 -6.440225 -2.528536 0.05 -0.08 0.07
H -0.354538 -4.803652 -3.004530 0.01 0.00 -0.01
H -1.991421 -4.222012 -1.231508 -0.04 -0.02 -0.04
H -1.815991 -5.237711 0.991588 0.00 0.02 0.00
H -0.027527 -6.880134 1.472224 0.08 -0.07 -0.03
O 7.607582 4.605910 -2.613837 0.01 0.03 0.01
N 7.235720 3.496040 -2.930633 0.00 0.01 -0.01
O 6.390435 3.262277 -3.772088 -0.07 0.01 -0.01
C 7.844729 2.346306 -2.241895 0.05 -0.12 0.07
C 8.784324 2.577604 -1.254714 0.12 0.09 0.13
C 9.339960 1.492578 -0.596558 -0.05 -0.09 -0.04
C 8.954375 0.201513 -0.932891 -0.01 0.01 -0.01
C 8.014059 -0.009559 -1.932686 0.06 0.04 0.08
C 7.451099 1.068958 -2.595448 -0.10 -0.15 -0.08
H 9.078711 3.584584 -1.000098 -0.07 0.04 -0.07
H 10.073322 1.655087 0.180900 0.01 0.02 0.00
H 9.387686 -0.642979 -0.413745 0.01 0.00 0.00
H 7.717014 -1.015241 -2.195427 -0.01 0.00 -0.01
H 6.717954 0.913946 -3.372749 -0.01 0.11 -0.01
```
Forces are in eV/Å.



Record 3
Formula: C7H12NO
Source: the OMol25 dataset
Level of theory: wB97M-V/def2-TZVPD

LUMO energy ... -3.90 eV
Orbital gap ... 7.664 eV
Energy relative to the best compared isomer or geometry (same formula, charge and spin) ... 0.0000 eV
Total charge ... +1
Multiplicity ... 1

```
21
Properties=species:S:1:pos:R:3:forces:R:3
C -2.323273 -1.942496 -0.523319 0.45 -0.73 -0.82
N -2.881893 -1.004146 0.500200 -0.19 0.25 0.30
H -1.549083 -1.436906 -1.124659 -0.40 -0.05 0.44
H -3.121772 -2.291536 -1.199479 0.25 0.30 0.46
H -1.869913 -2.819786 -0.031949 -0.28 0.54 -0.05
H -2.132513 -0.672156 1.140380 -0.44 -0.08 -0.35
H -3.310642 -0.175017 0.041610 0.31 -0.54 0.43
H -3.612572 -1.476456 1.069960 0.51 0.44 -0.36
O 0.517186 0.439173 2.218660 0.44 -1.09 0.45
C 2.214405 1.319913 -1.481249 0.07 0.06 -0.21
C 1.063646 1.973692 -1.037639 -0.08 0.09 -0.18
C 2.808355 0.353273 -0.671529 0.08 -0.07 -0.04
C 0.508206 1.667813 0.202340 -0.28 -0.04 0.05
C 2.258526 0.040783 0.571920 0.02 -0.15 0.14
C 1.107876 0.699163 1.007790 0.20 0.17 -0.47
H 1.042876 -0.260247 2.677570 -0.56 0.89 -0.41
H 2.648505 1.564613 -2.459659 -0.22 -0.11 0.53
H 0.587126 2.736922 -1.666949 0.26 -0.36 0.31
H 3.713825 -0.169247 -1.007229 -0.45 0.27 0.18
H -0.396514 2.173582 0.564680 0.46 -0.12 -0.13
H 2.727636 -0.720936 1.208560 -0.16 0.33 -0.25
```
Forces are in eV/Å.



Record 4
Formula: C4H4S2
Source: the OMol25 dataset
Level of theory: wB97M-V/def2-TZVPD

LUMO energy (alpha / beta) ... 0.82 / -2.68 eV
Orbital gap (alpha / beta) ... 8.025 / 6.252 eV
Energy relative to the best compared isomer or geometry (same formula, charge and spin) ... 1.5135 eV
Total charge ... 0
Multiplicity ... 3

```
10
Properties=species:S:1:pos:R:3:forces:R:3
C -1.256590 0.271270 -0.104809 -0.42 -5.97 -0.94
C -1.499686 -1.323519 -0.108058 -0.58 4.50 0.09
C 0.136343 0.699973 -0.008757 1.01 -0.52 1.64
C 1.190865 -0.478896 -0.029516 -2.83 0.45 -2.01
S -2.515352 1.271329 0.081639 -1.50 1.00 0.01
S -0.023094 -1.955611 0.050993 2.22 -0.70 0.03
H 0.329191 1.399471 -0.826659 0.35 0.71 0.92
H 0.043745 0.971221 1.108639 1.23 1.04 -1.65
H 1.788145 -0.501983 -0.968591 -0.51 -0.14 0.66
H 1.806429 -0.353255 0.805122 1.02 -0.37 1.26
```
Forces are in eV/Å.



Which value of multiplicity does entry 3 give?
1



The highest multiplicity belongs to which entry?
C4H4S2



Which value of total charge does entry 3 give?
+1